Model w:
Density functional theory data (ωB97M-V/def2-TZVPD) for a cluster of 12 separate species, C7H34O11 in total.

Geometry as XYZ:
```
52
C7H34O11 ωB97M-V/def2-TZVPD
O -0.57 1.61 2.59
O 3.55 -1.23 -2.86
O 2.54 0.61 -1.11
O 0.07 -3.03 -2.85
O 1.03 3.08 -2.03
O 2.82 2.28 0.73
O 2.52 -0.53 2.58
O -2.32 2.53 -0.16
O -0.10 3.79 1.32
O -0.23 -0.69 4.66
O 1.82 -2.61 0.50
C -2.08 -0.70 -1.64
C -2.54 0.13 -2.57
C -3.07 -1.70 -1.04
C -0.35 0.05 0.26
C -2.67 -2.71 1.23
C -3.02 -1.68 0.47
C -0.69 -0.76 -1.02
H -0.40 -3.35 -3.62
H -0.17 2.48 2.27
H 2.39 0.33 -0.21
H -0.61 -0.77 3.79
H -0.49 -1.85 -1.06
H 0.03 0.24 4.58
H 3.07 1.62 1.37
H -2.61 -3.71 0.79
H 0.02 -0.44 -1.79
H 3.25 -1.14 -1.95
H 0.99 2.50 -2.80
H 3.32 1.13 -1.20
H 0.22 -0.59 0.91
H -1.07 3.84 1.29
H -2.68 -2.70 2.32
H 1.62 -0.47 2.90
H -1.31 1.79 2.00
H -2.76 -2.67 -1.47
H 0.97 -2.39 0.11
H -1.32 0.36 0.61
H -2.22 1.11 -2.93
H 2.85 -1.63 -3.36
H 1.44 2.51 -1.37
H 1.00 -2.92 -3.09
H 2.35 2.97 1.21
H 2.09 -3.33 -0.08
H -3.09 2.05 0.13
H -1.66 2.03 -0.65
H 0.12 3.71 0.38
H -4.11 -1.52 -1.31
H -3.26 -0.76 1.00
H -3.46 -0.02 -3.13
H 2.69 -1.48 2.65
H 0.31 0.88 -0.05
```

Computed properties:
Frontier orbital gap = 9.52 eV
HOMO level = -9.519 eV
E_LUMO = 0.00 eV
2S+1 = 1

Model x:
Density functional theory data (ωB97M-V/def2-TZVPD) for a cluster of 11 separate species, C7H34O11 in total.

Geometry as XYZ:
```
52
C7H34O11 ωB97M-V/def2-TZVPD
O -0.94 -2.86 2.57
O 1.23 4.05 0.70
O 0.40 -3.53 0.14
O -1.47 -1.51 -1.55
O -1.97 1.12 -0.78
O 1.84 -2.80 -1.83
O -4.25 -1.24 0.24
O 0.60 -0.73 3.24
O -0.91 2.99 1.97
O -1.56 0.37 3.40
O 0.27 -1.85 -3.68
C -1.46 1.67 -2.03
C 1.11 1.80 -2.32
C 1.72 0.72 -0.11
C 3.03 0.29 1.91
C -0.18 2.51 -2.19
C 1.26 0.50 -1.54
C 2.65 -0.04 0.47
H -1.26 -1.58 -2.50
H 1.40 1.49 -3.40
H -1.41 0.75 -2.59
H 0.29 -0.02 -1.78
H 0.84 -1.35 -3.05
H -0.33 3.22 -3.07
H -4.01 -0.86 1.06
H -0.08 -4.12 0.70
H 1.17 0.10 3.01
H 0.01 3.26 -1.33
H -1.77 2.94 1.42
H -0.04 -0.44 3.80
H -3.60 -1.39 -0.42
H -1.14 1.10 2.99
H 0.79 -2.54 -3.48
H 1.16 1.58 0.21
H 4.10 0.71 1.96
H 2.01 -0.21 -2.16
H -1.50 0.26 -0.73
H 2.48 -2.49 -1.20
H 2.59 1.08 2.49
H 0.90 -2.97 0.71
H 0.55 3.57 1.22
H -2.28 2.27 -2.47
H -2.45 0.77 3.36
H -0.69 -2.05 -1.21
H 3.15 -0.58 2.45
H -0.75 -1.93 2.81
H -1.76 -2.90 2.13
H 3.16 -0.93 0.01
H 1.15 -3.41 -1.41
H 1.49 3.42 -0.01
H 1.91 2.69 -2.23
H -0.77 3.86 2.27
```

Computed properties:
Frontier orbital gap = 9.68 eV
HOMO level = -9.694 eV
E_LUMO = -0.02 eV
2S+1 = 1

Most stable pick: model w. Distance to second place: 1.299 eV.

Model w:
Density functional theory data (ωB97M-V/def2-TZVPD) for the molecule C21H25ClN2O3.

Geometry as XYZ:
```
52
C21H25ClN2O3 ωB97M-V/def2-TZVPD
Cl -7.44 0.31 0.99
O -0.73 -1.35 1.27
O -2.09 -0.07 -1.38
O 5.79 1.40 0.94
N 1.22 2.30 -0.84
N 0.84 -0.78 -0.39
C -0.94 0.27 -0.67
C 1.17 1.29 -1.88
C 2.09 -1.42 -0.29
C 4.45 1.73 1.19
C 2.11 2.05 0.28
C -4.75 0.37 1.13
C 2.68 -1.71 0.94
C 6.57 2.45 0.42
C 4.01 -2.30 -1.46
C 3.60 1.91 -0.07
C -5.69 -0.06 -1.03
C 3.94 -2.30 0.93
C 0.35 0.06 -1.49
C -3.30 0.03 -0.75
C -4.42 -0.15 -1.57
C 4.61 -2.59 -0.24
C -3.47 0.28 0.60
C 2.03 -1.40 2.25
C -5.85 0.20 0.32
C 2.75 -1.72 -1.47
C -0.33 -0.76 0.30
H 1.12 -1.99 2.38
H -0.99 1.28 -0.24
H 5.59 -3.05 -0.22
H 4.06 0.89 1.77
H 6.28 2.71 -0.60
H 7.60 2.09 0.42
H 0.15 -0.53 -2.39
H 3.76 1.03 -0.70
H 1.46 3.19 -1.26
H 4.39 2.64 1.81
H -2.62 0.39 1.26
H 1.78 1.15 0.78
H 2.16 0.96 -2.21
H -4.88 0.56 2.19
H 1.74 -0.36 2.31
H 6.49 3.34 1.05
H 1.99 2.89 0.97
H 2.28 -1.50 -2.42
H -4.28 -0.35 -2.61
H 2.71 -1.62 3.07
H -6.56 -0.20 -1.66
H 0.66 1.74 -2.74
H 3.93 2.79 -0.62
H 4.51 -2.52 -2.39
H 4.41 -2.53 1.88
```

Computed properties:
Frontier orbital gap = 9.02 eV
HOMO level = -8.370 eV
E_LUMO = 0.65 eV
2S+1 = 1

Model x:
Density functional theory data (ωB97M-V/def2-TZVPD) for the molecule C21H25ClN2O3.

Geometry as XYZ:
```
52
C21H25ClN2O3 ωB97M-V/def2-TZVPD
Cl 2.14 -6.69 3.53
O -2.65 4.47 -0.17
O 1.24 0.23 2.15
O -1.11 -2.08 1.94
N 0.90 -0.46 -0.08
N -1.39 0.66 -1.25
C -0.13 -5.23 3.39
C -0.86 -4.13 3.00
C 3.37 1.65 -1.83
C 3.30 -0.52 -2.85
C -2.80 4.88 1.16
C -2.76 3.08 -0.34
C -2.47 1.23 -2.04
C -2.53 2.74 -1.81
C -0.71 -1.03 1.11
C -0.27 -3.10 2.26
C -0.27 -1.30 -0.35
C 1.88 -0.02 -0.97
C 2.39 1.29 -0.91
C 1.88 2.28 0.08
C 3.83 0.76 -2.79
C 2.33 -0.90 -1.94
C -1.19 -0.76 -1.44
C 1.08 -3.20 1.92
C 1.82 -4.30 2.32
C 0.63 -0.29 1.25
C 1.21 -5.32 3.05
H -2.69 5.96 1.17
H 1.58 -2.42 1.38
H 2.86 -4.37 2.06
H -2.02 2.56 0.29
H 3.64 -1.21 -3.60
H -3.33 3.17 -2.41
H -0.53 1.15 -1.46
H 2.27 3.27 -0.14
H 2.17 2.01 1.09
H -2.35 1.04 -3.12
H 0.79 2.33 0.07
H 1.92 -1.90 -1.98
H -3.40 0.77 -1.71
H -2.04 4.43 1.81
H -1.59 3.20 -2.12
H -0.02 -2.35 -0.54
H -1.90 -4.04 3.25
H -2.16 -1.27 -1.35
H 4.59 1.07 -3.49
H 3.77 2.65 -1.79
H -1.54 -0.31 1.13
H -3.79 4.61 1.55
H -3.76 2.74 -0.02
H -0.59 -6.02 3.96
H -0.77 -1.01 -2.44
```

Computed properties:
Frontier orbital gap = 9.16 eV
HOMO level = -8.523 eV
E_LUMO = 0.64 eV
2S+1 = 1

Most stable pick: model x. Distance to second place: 0.059 eV.

Model w:
Density functional theory data (ωB97M-V/def2-TZVPD) for a cluster of 2 separate species, C4H6ClPS in total.

Geometry as XYZ:
```
13
C4H6ClPS ωB97M-V/def2-TZVPD
Cl 2.84 0.35 -0.83
S -2.71 0.00 -1.22
P -1.13 0.00 -0.05
C -0.40 -2.53 0.42
C 0.05 1.29 -0.24
C 0.01 -1.41 -0.10
C -0.14 2.54 0.17
H 0.74 -1.28 -0.88
H 0.71 3.18 0.14
H 0.08 -3.55 0.16
H -1.02 2.65 0.62
H -1.16 -2.69 1.28
H 1.07 0.79 -0.72
```

Computed properties:
Frontier orbital gap (spin up / spin down) = 8.17 / 5.23 eV
HOMO level (spin up / spin down) = -8.120 / -9.304 eV
E_LUMO (spin up / spin down) = 0.05 / -4.08 eV
2S+1 = 3

Model x:
Density functional theory data (ωB97M-V/def2-TZVPD) for the molecule C4H6ClPS.

Geometry as XYZ:
```
13
C4H6ClPS ωB97M-V/def2-TZVPD
Cl -1.57 -1.46 -1.91
S -2.55 0.89 0.63
P -0.89 -0.35 -0.47
C 0.59 1.89 -0.80
C 0.47 0.67 -1.28
C -0.31 -1.47 0.84
C 0.68 -1.20 1.63
H 0.80 0.46 -2.25
H -1.01 -2.34 0.81
H 1.11 -1.97 2.31
H 0.05 2.48 -0.03
H 1.25 -0.15 1.57
H 1.38 2.54 -1.05
```

Computed properties:
Frontier orbital gap (spin up / spin down) = 6.22 / 7.01 eV
HOMO level (spin up / spin down) = -5.575 / -8.754 eV
E_LUMO (spin up / spin down) = 0.65 / -1.74 eV
2S+1 = 3

Most stable pick: model x. Distance to second place: 0.240 eV.

Model w:
Density functional theory data (ωB97M-V/def2-TZVPD) for a cluster of 4 separate species, CH8O4 in total.

Geometry as XYZ:
```
13
CH8O4 ωB97M-V/def2-TZVPD
O 3.25 0.15 -0.44
O -2.59 0.82 -0.21
O -2.68 -0.50 2.78
O 0.11 0.67 -2.08
C 3.24 -0.95 0.06
H -2.17 1.51 0.29
H 0.40 0.63 -2.98
H -2.09 0.26 2.68
H 3.30 -1.83 -0.59
H 0.88 0.62 -1.52
H -2.57 -0.98 1.96
H -2.28 0.67 -1.10
H 3.20 -1.06 1.16
```

Computed properties:
Frontier orbital gap = 11.14 eV
HOMO level = -10.779 eV
E_LUMO = 0.36 eV
2S+1 = 1

Model x:
Density functional theory data (ωB97M-V/def2-TZVPD) for a structure of composition CH8O4.

Geometry as XYZ:
```
13
CH8O4 ωB97M-V/def2-TZVPD
O -3.29 -0.36 1.14
O 2.25 -1.02 -1.00
O 1.96 0.92 0.40
O -1.83 -0.17 -0.69
C -0.62 0.42 -0.59
H -0.63 1.57 -0.53
H -3.07 -0.79 1.98
H 2.77 -1.72 -0.72
H 2.25 -0.29 -0.33
H 0.09 0.09 -1.38
H -0.21 0.18 0.41
H 2.67 1.21 0.99
H -2.36 -0.04 0.33
```

Computed properties:
Frontier orbital gap = 3.95 eV
HOMO level = -9.957 eV
E_LUMO = -6.01 eV
2S+1 = 1

Most stable pick: model w. Distance to second place: 8.109 eV.

Model w:
Density functional theory data (ωB97M-V/def2-TZVPD) for the molecule C3H4FNO.

Geometry as XYZ:
```
10
C3H4FNO ωB97M-V/def2-TZVPD
F -1.75 -0.27 1.45
O 0.84 -0.66 2.56
N 0.35 0.29 -1.51
C -0.60 -0.22 0.69
C 0.64 -0.39 1.40
C -0.68 0.17 -0.61
H 1.29 0.51 -1.21
H 0.10 0.58 -2.44
H 1.53 -0.28 0.70
H -1.73 0.28 -1.04
```

Computed properties:
Frontier orbital gap = 9.32 eV
HOMO level = -8.983 eV
E_LUMO = 0.33 eV
2S+1 = 1

Model x:
Density functional theory data (ωB97M-V/def2-TZVPD) for a structure of composition C3H4FNO.

Geometry as XYZ:
```
10
C3H4FNO ωB97M-V/def2-TZVPD
F 1.37 -0.97 -0.62
O -0.37 -0.91 0.91
N 1.03 1.02 0.67
C -1.45 -0.75 0.02
C -0.81 -0.06 -0.91
C 0.39 -0.07 0.03
H 1.80 0.66 1.39
H -2.52 -0.94 0.35
H -1.06 0.41 -1.88
H 1.61 1.60 0.05
```

Computed properties:
Frontier orbital gap = 10.40 eV
HOMO level = -9.390 eV
E_LUMO = 1.01 eV
2S+1 = 1

Most stable pick: model w. Distance to second place: 1.155 eV.